# 1
17
Properties=species:S:1:pos:R:3 method="wB97M-V/def2-TZVPD" energy_ha=-346.918080 multiplicity=1 homo_energy_ev=-9.46 de_lowest_kcal_mol=67.36 largest_force_ev_per_a=1.481
O -2.05 1.20 -1.39
C -0.82 0.54 -1.43
C -0.23 0.29 -0.07
C -0.46 -0.61 1.14
C 1.01 -0.55 1.76
O 1.93 -0.14 0.70
C 1.13 -0.26 -0.44
H -2.13 1.73 -2.19
H -0.84 -0.34 -2.11
H -0.06 1.27 -1.75
H -0.16 1.28 0.38
H -1.22 -0.17 1.78
H -0.80 -1.64 0.93
H 1.26 -1.55 2.15
H 1.11 0.22 2.54
H 0.81 -1.28 -0.55
H 1.53 0.02 -1.45

=====

# 2
17
Properties=species:S:1:pos:R:3 method="wB97M-V/def2-TZVPD" energy_ha=-346.907566 multiplicity=1 homo_energy_ev=-9.60 de_lowest_kcal_mol=73.96 largest_force_ev_per_a=0.894
C -1.64 -0.69 -0.26
O -0.38 -1.03 -0.93
C 0.64 -0.06 -0.97
C 0.01 1.32 -1.10
O -0.11 1.37 0.35
C 0.99 0.42 0.44
C 0.98 -0.62 1.54
H -1.82 0.32 0.13
H -2.39 -0.89 -1.01
H -1.74 -1.35 0.60
H 1.44 -0.38 -1.66
H -0.93 1.35 -1.66
H 0.67 2.13 -1.42
H 1.89 1.04 0.48
H 2.01 -0.91 1.77
H 0.53 -0.23 2.46
H 0.45 -1.52 1.23

=====

Short version: E_LUMO = 0.8 1.1 eV, in the order given.